14
Properties=species:S:1:pos:R:3:forces:R:3:lowdin_charge:R:1 method="wB97M-V/def2-TZVPD" e_above_lowest_kcal_mol=57.4 gap_ev=10.76 e_lumo_ha=0.0314 smiles="CCOCC=O"
C 1.629 0.810 0.227 0.303 0.140 0.192 -0.06
C 0.796 -0.374 -0.154 0.474 0.184 -0.300 -0.30
O -0.018 -0.878 0.906 -0.089 0.012 -0.386 -0.12
C -1.340 -0.407 0.738 -0.362 0.231 -0.104 -0.16
C -1.509 -0.275 -0.769 -0.885 0.285 -0.251 -0.28
O -1.671 0.759 -1.374 -0.824 -0.519 0.281 0.05
H 0.967 1.625 0.544 0.212 -0.107 0.058 0.09
H 2.343 0.578 1.011 0.149 0.140 0.085 0.08
H 2.141 1.138 -0.683 0.169 0.077 0.243 0.09
H 1.339 -1.224 -0.570 0.269 0.171 0.109 0.13
H 0.194 0.080 -0.954 0.825 -0.837 0.205 0.08
H -1.502 0.562 1.223 0.002 -0.034 -0.043 0.13
H -2.040 -1.149 1.141 0.122 0.118 -0.003 0.13
H -1.329 -1.245 -1.286 -0.363 0.140 -0.087 0.15